[1]
The following is a quantum chemistry calculation of a molecular structure, CH2EuLiO, from the Open Molecules 2025 dataset.

Calculated values
- HOMO level (alpha / beta): -0.3248 / -0.3376 hartree
- Net charge: +1
- LUMO (alpha / beta): -0.22397 / -0.21927 Eh
- Multiplicity: 8
- ΔE to the lowest compared entry with this formula, charge and spin: 215.8 kJ/mol

Each line ends with the Löwdin charge.
Geometry (Å):
O 0.67 0.52 -0.08  -0.39
H -0.58 -0.87 0.59  -0.02
C 0.13 -0.61 -0.25  -0.43
Li -0.21 2.10 0.50  0.44
Eu 1.84 -2.47 -1.34  1.61
H -1.84 1.34 0.58  -0.22



[2]
The following is a quantum chemistry calculation of C4H9I2OP in the gas phase, from the Open Molecules 2025 dataset.

Calculated values
- HOMO level: -0.3484 hartree
- Structure (SMILES): CC(C)(C)P(=O)(I)I
- LUMO: -0.05979 Eh
- ΔE to the lowest compared entry with this formula, charge and spin: 0.0 kJ/mol

Each line ends with the Löwdin charge.
Geometry (Å):
H -1.56 -1.15 -0.87  0.14
H -0.45 -2.13 0.08  0.08
H -1.71 1.21 0.66  0.08
C 1.32 -0.24 -0.50  -0.11
H -1.63 -1.15 1.02  0.02
O 1.35 -2.07 2.10  -0.44
H 2.18 0.49 -0.19  0.09
H -0.55 1.87 -0.36  0.10
I -0.99 -0.56 3.71  0.52
I 2.62 1.14 3.05  0.19
C -0.62 1.23 0.52  -0.11
H 1.86 -1.14 -0.16  0.06
C 0.04 -0.14 0.35  -0.73
C -0.97 -1.17 0.12  -0.16
H 1.31 -0.33 -1.58  0.08
H -0.26 1.67 1.45  0.03
P 0.77 -0.72 2.01  0.16



[3]
The following is a quantum chemistry calculation of 10 unconnected molecules or ions with the total composition C34H44N10, from the Open Molecules 2025 dataset.

Calculated values
- HOMO level (alpha / beta): -0.3494 / -0.3494 hartree
- Net charge: +1
- LUMO (alpha / beta): -0.12625 / -0.27242 Eh
- Multiplicity: 2

Each line ends with the Löwdin charge.
Geometry (Å):
C -0.42 -1.61 5.16  -0.18
H -1.65 0.12 5.83  0.11
C -0.92 -0.51 -1.53  -0.13
H 2.03 3.38 0.42  0.11
C 2.67 -3.41 -2.48  -0.25
H 1.43 -0.27 5.30  0.10
H 3.46 4.40 -1.41  0.15
H -4.38 1.60 0.01  0.12
N -0.41 3.09 -2.53  0.01
C 4.13 -4.74 0.72  -0.34
H -0.26 0.67 -5.64  0.12
C -3.08 -2.90 -0.21  -0.09
H -2.37 1.19 3.56  0.09
H 3.86 -2.57 -3.93  0.09
C 3.14 2.68 -2.58  -0.09
H -4.29 0.51 2.06  0.16
H 0.35 1.32 3.63  0.08
H -2.34 -3.07 0.57  0.10
N -1.01 -1.31 7.23  0.00
H -1.32 -1.61 -4.19  0.13
C 2.28 2.83 -0.48  -0.10
H -0.28 -1.51 4.10  0.09
C -0.88 -0.18 -5.88  0.03
C -2.51 1.64 2.59  -0.09
H 2.86 -5.35 2.10  0.08
C 1.97 1.59 -1.02  -0.15
H 2.12 -1.94 -3.86  0.07
H 2.73 3.43 6.61  0.09
H 2.07 -4.28 0.92  0.05
H 0.61 4.71 -1.58  0.09
H -1.79 0.83 -0.07  0.06
H -0.75 -0.44 1.73  0.10
H -1.53 -0.96 8.02  0.16
C -0.58 -0.69 0.70  -0.15
C -1.24 2.96 -3.58  -0.18
H -3.49 -1.95 -0.55  0.09
C 2.32 2.64 6.00  -0.13
C -1.25 -0.32 -7.25  0.03
C 2.42 1.48 -2.30  -0.13
H 1.27 3.77 4.27  0.07
C -1.42 -1.33 -5.22  0.03
C 2.43 1.29 6.25  -0.09
C -1.14 -0.82 5.99  -0.17
H -2.63 -1.69 -8.17  0.15
H 3.71 3.02 -3.43  0.10
C -2.41 2.60 0.53  -0.13
H -1.35 0.04 -2.35  0.08
C 3.01 -2.25 -3.31  -0.06
N -2.35 -4.27 -2.31  0.11
N -2.19 -2.08 -6.04  0.13
C -1.72 2.51 1.76  -0.08
H -0.13 -2.90 8.25  0.11
C -0.05 -1.63 -1.29  -0.10
H -2.26 4.29 -4.93  0.09
H -2.08 3.25 -0.26  0.09
H 2.91 0.68 7.00  0.11
H -0.87 3.07 2.13  0.09
N -3.58 1.19 1.81  0.02
N 1.56 0.73 5.31  -0.02
C -0.21 -2.40 7.29  -0.08
C -0.20 4.41 -2.23  -0.10
C 0.24 -2.57 5.93  -0.09
H 1.30 0.91 -0.50  0.08
C -1.64 4.23 -4.04  -0.10
N 3.07 3.47 -1.44  0.02
H 0.42 -2.24 -2.05  0.06
H -3.95 -3.39 0.22  0.09
C -2.11 -1.45 -7.25  0.02
H 2.48 -5.94 0.42  0.08
C 0.98 1.60 4.45  -0.13
N -1.24 0.01 -0.28  0.03
H -2.79 -2.86 -5.85  0.19
C -2.68 -3.60 -1.37  -0.30
C 0.22 -1.61 0.11  -0.12
N 2.43 -4.34 -1.81  0.17
H 2.21 0.72 -3.03  0.08
N 5.19 -4.45 0.46  0.14
H -0.99 6.20 -3.46  0.09
H 0.91 -2.30 0.57  0.09
H 3.50 -1.52 -2.67  0.08
C 1.51 2.88 4.84  -0.09
H 0.88 -3.31 5.48  0.09
C 2.78 -5.10 1.04  -0.10
H -1.35 2.07 -4.17  0.07
H 0.12 2.29 -2.22  0.09
C -0.92 5.15 -3.23  -0.08
C -3.56 1.83 0.68  -0.20
H -1.05 0.39 -8.04  0.13



[4]
The following is a quantum chemistry calculation of a gas-phase ion, C8H14 (charge -1), from the Open Molecules 2025 dataset.

Calculated values
- HOMO level (alpha / beta): 0.0005 / -0.0866 hartree
- Net charge: -1
- LUMO (alpha / beta): 0.14814 / 0.14576 Eh
- Multiplicity: 2
- ΔE to the lowest compared entry with this formula, charge and spin: 12.0 kJ/mol

Each line ends with the Löwdin charge.
Geometry (Å):
H -0.25 -0.18 2.83  0.00
H -3.18 0.15 -1.01  0.05
H 1.40 -0.37 -2.64  0.06
H 1.67 -2.07 -2.39  0.06
C -2.00 0.82 0.67  -0.24
H -3.70 1.68 -0.34  0.04
H 2.55 0.63 0.82  0.09
H -2.02 0.59 1.74  0.05
C 0.56 0.28 2.25  -0.08
C 1.77 0.43 0.07  -0.22
H 1.58 -1.61 0.18  0.10
C -3.31 0.69 -0.06  -0.19
H 1.48 0.29 2.81  -0.02
C 1.29 -1.17 -1.89  -0.14
H -4.06 0.19 0.54  0.04
C -0.72 0.69 0.14  -0.19
H 3.07 -1.22 -0.61  0.09
H 0.22 -1.32 -1.76  0.06
C 0.48 0.45 0.87  -0.43
C 2.01 -0.95 -0.58  -0.28
H 1.70 1.19 -0.71  0.09
H -0.57 0.79 -0.94  0.08



[5]
The following is a quantum chemistry calculation of 13 unconnected molecules or ions with the total composition C23H72N8O13, from the Open Molecules 2025 dataset.

Calculated values
- HOMO level: -0.3205 hartree
- LUMO: -0.02179 Eh
- ΔE to the lowest compared entry with this formula, charge and spin: 144.1 kJ/mol

Each line ends with the Löwdin charge.
Geometry (Å):
C -9.22 -2.59 -19.46  -0.01
N -7.69 -5.28 -21.05  0.19
H -6.50 -9.29 -17.82  0.10
C -10.38 -6.45 -24.01  -0.57
H -9.03 -8.01 -18.55  0.09
H -9.27 -1.28 -22.38  0.05
H -5.15 -7.15 -25.04  0.07
C -2.94 -6.56 -20.59  -0.01
O -11.22 -5.58 -23.59  -0.02
H -12.37 -1.30 -22.75  0.11
H -9.94 1.19 -21.84  0.09
C -8.24 -1.02 -22.37  -0.03
O -5.52 -7.26 -23.23  -0.19
O -7.32 -9.70 -17.62  0.06
H -10.34 -2.90 -25.16  0.14
H -10.79 -1.68 -16.53  0.08
O -9.93 -3.75 -17.60  -0.04
H -11.14 -8.16 -22.69  0.09
H -7.96 -0.83 -23.32  0.05
H -10.28 -0.76 -17.80  0.06
H -8.70 -11.75 -18.32  0.08
H -9.90 -10.45 -18.01  0.08
H -5.25 -7.19 -19.76  0.15
H -6.40 -9.04 -22.87  0.10
H -2.81 -6.77 -21.66  0.09
O -10.11 -5.74 -19.74  -0.12
C -9.12 -10.81 -18.63  -0.03
H -8.78 1.65 -23.01  0.04
H -7.11 -4.71 -16.19  0.08
H -8.33 -3.11 -19.92  0.08
H -11.46 -1.82 -18.28  0.09
H -9.45 -5.95 -24.25  0.12
C -11.43 -5.41 -19.86  -0.56
H -6.81 -5.78 -20.72  0.09
C -8.45 -3.07 -25.79  -0.62
H -7.69 -5.87 -26.72  0.09
H -7.71 -1.87 -21.93  0.08
H -2.75 -7.33 -19.85  0.08
O -5.95 -6.77 -28.15  -0.12
C -7.97 -4.69 -22.21  -0.54
H -8.12 0.17 -20.60  0.12
C -9.50 -2.63 -17.96  -0.61
H -2.21 -5.76 -20.35  0.10
H -7.37 -7.68 -22.39  0.06
H -11.29 -0.80 -21.51  0.02
N -7.25 -3.03 -25.30  0.14
N -9.34 -2.83 -24.89  0.15
C -10.26 -7.64 -23.01  -0.01
H -6.84 -4.42 -18.47  0.07
O -6.70 0.49 -21.78  0.01
H -9.98 -7.13 -22.15  0.03
C -10.88 -6.99 -25.36  -0.03
H -4.37 -5.46 -19.52  0.12
H -8.02 -5.86 -18.56  0.03
H -12.98 -5.02 -21.04  0.15
C -8.88 1.46 -22.01  -0.01
C -11.84 -1.61 -21.82  -0.15
H -6.34 -6.03 -18.13  0.09
H -9.26 -4.42 -17.71  0.07
H -4.63 -5.15 -22.46  0.07
H -12.31 -2.82 -20.27  0.02
N -7.02 -6.23 -26.09  0.17
N -7.17 -4.91 -23.24  0.15
H -7.25 -10.20 -19.46  0.14
O -5.23 -0.75 -23.71  -0.09
H -8.53 -5.17 -20.45  0.06
H -9.59 -8.36 -23.37  0.06
H -5.80 -0.27 -23.15  0.00
H -9.51 -11.03 -19.63  0.09
H -4.32 -2.12 -22.46  0.07
H -6.57 -5.69 -22.96  0.05
C -7.96 0.30 -21.65  -0.58
O -8.88 -3.43 -27.07  -0.13
H -6.41 1.10 -21.10  0.13
H -13.11 -4.53 -19.01  0.11
H -11.57 -5.83 -21.79  0.09
H -5.16 -7.27 -22.33  0.06
H -7.10 -2.56 -24.43  0.05
N -12.14 -4.67 -18.98  0.16
H -9.27 -2.95 -23.82  0.08
C -4.34 -4.72 -21.50  -0.03
H -8.52 2.44 -21.59  0.11
H -7.11 -5.96 -25.13  0.05
H -11.87 -7.27 -25.40  0.05
H -3.45 -4.16 -21.69  0.08
N -4.95 -6.96 -26.05  0.15
H -7.10 -4.18 -24.07  0.09
H -10.24 -7.72 -25.83  0.08
C -4.91 -2.06 -23.36  -0.16
H -9.27 -1.54 -19.75  0.07
O -9.11 -3.90 -22.35  -0.15
O -5.34 -6.59 -20.53  -0.06
H -4.40 -2.42 -24.22  0.09
O -12.68 -2.11 -20.80  -0.12
C -4.31 -5.87 -20.50  -0.62
C -7.24 -5.32 -18.10  -0.11
H -11.16 -2.42 -22.06  0.05
H -7.15 -8.11 -24.17  0.09
C -8.42 -8.54 -19.30  -0.04
H -11.01 -4.78 -24.08  0.11
C -7.97 -9.87 -18.68  -0.67
N -12.09 -5.55 -20.93  0.20
H -7.56 -7.84 -19.46  0.05
H -11.46 -4.40 -18.25  0.09
O -7.73 -5.23 -16.70  -0.10
H -5.82 -2.65 -23.18  0.03
H -4.02 -7.35 -26.29  0.14
C -6.71 -8.03 -23.17  -0.12
H -5.10 -3.91 -21.34  0.09
C -5.95 -6.65 -26.79  -0.63
H -6.45 -3.25 -25.95  0.18
H -8.93 -8.64 -20.27  0.08
C -10.62 -1.73 -17.58  -0.01
H -10.73 -6.16 -26.09  0.09
H -8.59 -2.56 -17.45  0.13
H -10.10 -2.86 -20.04  0.05



Values of max |F|, in order: 2.61, 3.07, 6.37, 1.34, 10.70, all in eV/Å.
Values of total energy, in order: -22638.813, -31832.233, -50859.534, -8520.903, -63549.352, all in eV.